84
Properties=species:S:1:pos:R:3:forces:R:3 method="wB97M-V/def2-TZVPD" s_squared=6.040 homo_ha="-0.4512 / -0.4697" charge=+2 multiplicity=5 homo_lumo_gap_ev="6.43 / 2.83"
C 0.100206 0.363782 -1.885574 0.7046 1.9247 1.6186
C 0.903590 -0.372699 -2.791906 1.1033 0.8056 -0.6618
C 0.197446 -0.409471 -4.049412 1.5927 0.4233 -1.6039
H 1.871956 -0.797705 -2.548813 -0.2498 -0.0249 -0.1714
C -1.035115 0.284037 -3.871395 -0.5295 1.5904 -1.6738
C -1.096645 0.750555 -2.533319 -0.5248 1.8592 0.7919
H -1.901372 1.321345 -2.047320 0.4791 -0.4068 -0.4056
H 0.328795 0.570734 -0.834012 -0.0445 -0.2017 -0.5329
H 0.565914 -0.864448 -4.971018 -0.1844 0.2729 0.3779
H -1.807047 0.436392 -4.619802 0.2726 -0.0139 0.0331
Os -0.907793 -1.346647 -2.641142 -2.5995 -4.8421 2.1991
Si -0.844449 -5.656466 0.150145 1.1346 2.1973 0.4243
C 0.819773 -5.671367 -0.789520 -0.5563 -0.2646 0.1453
C 1.339769 -6.979292 -0.831645 0.4209 0.0392 -0.4584
H 0.757238 -7.777455 -0.344383 0.5353 0.2112 -0.3632
C 2.543025 -7.254593 -1.503807 -0.3527 0.1989 0.1594
H 2.887930 -8.297012 -1.548133 0.0459 0.6274 -0.0036
C 3.246696 -6.203272 -2.137114 -0.5132 0.0126 -0.1176
H 4.159163 -6.427816 -2.713847 -0.5054 0.1974 0.4451
C 2.745348 -4.881815 -2.075375 -0.4880 -0.1341 0.2110
H 3.245647 -4.061269 -2.617144 -0.1072 -0.5445 0.4760
C 1.553606 -4.606139 -1.370855 0.1854 -0.4299 -0.4906
H 1.194252 -3.564860 -1.287906 0.2749 -0.6851 -0.1672
C -2.182382 -4.525445 -0.547264 -1.5879 -0.0633 0.4963
C -1.856810 -3.571939 -1.581582 1.1542 -0.5197 0.1455
H -0.779115 -3.248817 -1.479891 -0.9017 -0.3292 0.2687
C -2.894445 -2.587710 -2.000501 -1.2577 2.3536 1.5416
H -2.919531 -1.649484 -2.716628 0.8522 -0.5569 0.5427
C -4.088400 -2.512929 -1.245173 0.2727 0.0547 0.6205
H -4.719609 -1.644560 -1.422403 -0.2356 -0.3869 0.1003
C -4.350537 -3.444075 -0.260031 -0.7498 1.1991 -0.6516
H -5.246243 -3.316327 0.331111 -0.0790 -0.1459 -0.0022
C -3.457454 -4.486855 0.026500 1.9095 -0.6953 -0.3317
H -3.738683 -5.212631 0.783654 0.1177 0.0623 0.0102
H -0.303364 -1.420670 -1.026535 -0.3692 -0.2204 -0.6920
Si -1.880838 -3.486669 -3.476871 -0.2605 -2.5667 -1.5075
C -3.356160 -4.428261 -4.345271 0.4404 0.7450 0.2579
C -3.240273 -5.042743 -5.606470 0.0341 -0.3828 -0.1729
H -2.328367 -4.949240 -6.199147 -0.2930 0.2293 0.0467
C -4.271157 -5.854560 -6.102808 -0.0863 0.1319 0.1247
H -4.219115 -6.249269 -7.117469 0.1061 0.0629 0.2949
C -5.367489 -6.175210 -5.297484 0.3360 0.0403 0.1100
H -6.157051 -6.835880 -5.654056 0.2835 0.1194 0.0236
C -5.428558 -5.659776 -4.000024 0.0689 0.3753 0.0368
H -6.199688 -5.974393 -3.292751 0.0403 0.2227 -0.4254
C -4.494459 -4.707505 -3.584794 -0.1977 -0.6629 0.1895
H -4.653752 -4.243229 -2.620136 0.0886 -0.1904 -0.1823
C -0.628555 -4.799178 -4.017036 0.4704 1.7431 -0.9435
C 0.390564 -4.448463 -4.907873 0.6791 -0.4833 -0.7821
H 0.463539 -3.427757 -5.305910 0.1093 -0.4131 0.4155
C 1.291192 -5.421097 -5.352221 -0.2331 2.0015 -0.2843
H 2.119773 -5.130015 -5.995291 -0.1526 -0.0981 0.0860
C 1.123671 -6.756834 -4.995105 -0.3659 -1.2713 0.9720
H 1.829516 -7.511459 -5.340012 -0.2332 0.1557 -0.0238
C 0.056625 -7.118299 -4.171025 -0.1951 -0.2304 0.2630
H -0.120393 -8.160485 -3.898395 0.1840 0.3038 -0.1620
C -0.815604 -6.146208 -3.684257 0.1652 -1.9640 0.2024
H -1.676553 -6.465964 -3.086618 0.2935 0.2378 -0.1277
H -1.496240 -6.899886 0.194916 -0.2594 -1.4698 0.1973
Cl -0.359794 -4.947722 2.076365 -0.3494 -0.3342 -0.7806
C 2.441157 -2.213159 0.709129 0.5565 -0.0591 -0.1266
N 1.758224 -0.957044 0.888598 -0.4864 -0.0816 -0.7550
C 2.658061 0.162012 0.732479 0.2577 0.2272 0.2423
C 0.892061 -0.946381 2.035163 -0.4133 0.5266 1.0909
C -0.158032 0.196483 2.055288 0.4384 -0.2750 0.6853
N -1.348451 -0.055569 1.279658 0.1516 -0.4694 -1.0601
C -2.151449 -1.196740 1.682683 0.0066 0.0452 0.1802
C -2.152079 1.128412 1.074777 -0.0253 -0.0505 0.2601
H 1.747290 -3.041115 0.816251 -0.0728 -0.0739 0.1240
H 3.293769 -2.381378 1.398265 -0.2791 0.1186 -0.0356
H 2.849012 -2.240621 -0.307726 0.0860 -0.0913 0.0767
H 3.448285 0.222047 1.509559 -0.2820 -0.0838 -0.1154
H 3.165173 0.050845 -0.228392 0.0416 0.1437 -0.0032
H 2.118307 1.115278 0.732070 0.1357 -0.1638 -0.0084
H 0.367352 -1.913194 2.087181 0.2403 0.2928 -0.0117
H 1.459942 -0.846948 2.992814 -0.1028 -0.1265 -0.4327
H -0.411684 0.361368 3.130081 0.0834 0.0887 -0.4117
H 0.304881 1.125358 1.678011 -0.2178 -0.3019 0.2661
H -2.521427 -1.129081 2.721683 0.0590 0.0767 -0.0810
H -3.025590 -1.250230 1.026309 0.1252 -0.0500 0.0863
H -1.596902 -2.137321 1.594688 -0.0716 0.1569 -0.0366
H -1.520871 1.930553 0.690032 -0.0574 0.1052 0.0472
H -2.934062 0.914517 0.340751 -0.0443 0.0580 0.0802
H -2.628393 1.467380 2.010249 -0.0219 0.1210 -0.1695

=====

84
Properties=species:S:1:pos:R:3:forces:R:3 method="wB97M-V/def2-TZVPD" homo_ha=-0.3211 charge=+1 homo_lumo_gap_ev=4.21
C -2.297208 -1.591664 2.832579 -0.0373 -0.2174 -0.5337
C -3.372069 -1.125905 2.024837 0.5979 -0.2135 -0.3274
C -3.393882 -1.900203 0.824336 0.2152 -0.2918 0.1463
H -4.094610 -0.356402 2.304830 0.3697 -0.2107 -0.1678
C -2.352074 -2.887781 0.919404 -0.2252 0.3757 0.0755
C -1.635882 -2.656355 2.138951 -0.9573 0.1057 0.0080
H -0.836277 -3.269197 2.549249 -0.1311 0.2301 -0.1822
H -2.076467 -1.267028 3.849728 0.1829 0.0804 -0.5340
H -4.114306 -1.794719 0.007998 0.2333 -0.1879 0.3894
H -2.189907 -3.702634 0.211360 0.0055 0.2822 0.2143
Y -1.106900 -0.735609 0.505623 0.7593 1.1987 5.4728
Si -0.823994 -0.817387 -2.183508 1.7668 0.3279 -5.5487
C -0.856611 0.588211 -3.413279 -0.6507 -0.0032 0.7450
C 0.166049 0.686850 -4.361752 0.2572 0.3192 -0.2713
H 1.023114 -0.001500 -4.321474 -0.4577 0.3269 -0.1270
C 0.100569 1.677458 -5.351748 0.0022 -0.3551 0.2359
H 0.957885 1.809655 -6.022186 -0.5328 -0.0960 0.0733
C -1.043146 2.478900 -5.452297 0.0806 -0.0334 0.1788
H -1.135019 3.189405 -6.278687 0.0398 -0.1771 0.3763
C -2.052681 2.383893 -4.487189 -0.0344 0.1531 -0.0453
H -2.917975 3.051385 -4.521652 0.2907 -0.2448 -0.1095
C -1.942134 1.458416 -3.447895 0.1254 0.3060 -0.3376
H -2.696903 1.392302 -2.659130 0.0473 0.1649 -0.3736
C -0.652043 -2.228960 -3.420824 -0.6252 -0.9817 0.2991
C -1.222204 -2.164671 -4.712467 0.1924 0.1964 -0.1616
H -2.000249 -1.418785 -4.924201 0.3607 -0.3614 0.0339
C -0.739855 -2.973096 -5.753681 0.0080 0.1549 0.4452
H -1.206663 -2.923013 -6.745148 0.3009 0.0394 0.4609
C 0.370674 -3.801038 -5.522036 -0.1985 0.2056 0.1912
H 0.843591 -4.319383 -6.355515 -0.1689 0.0363 0.2305
C 0.861509 -3.955287 -4.221550 -0.2942 -0.0650 -0.2921
H 1.714541 -4.608078 -4.022797 -0.3905 0.0781 -0.0685
C 0.262107 -3.257971 -3.171284 0.5705 0.0499 -0.1645
H 0.583571 -3.465212 -2.152065 0.0831 0.0840 -0.5861
H -2.045217 -0.761795 -1.300859 -0.0965 -0.0519 -0.5681
Si 2.549052 1.556021 -2.211956 -2.2387 -2.4134 1.3964
C 2.231184 -0.220677 -1.705547 -0.5953 2.2302 0.3138
C 0.838450 -0.654401 -1.209026 -1.1910 0.1931 -0.2576
H 0.548854 0.225879 -0.566274 0.5868 -0.3329 0.0998
C 0.772173 -1.958961 -0.484973 0.8742 -1.4034 0.9991
H -0.227957 -2.502330 -0.408626 1.2256 -0.1949 -0.2449
C 1.908783 -2.704992 -0.204356 -2.0200 0.2309 0.0903
H 1.815819 -3.671979 0.320891 0.0242 0.5369 -0.4880
C 3.153833 -2.261692 -0.648707 1.3496 0.9361 -0.6734
H 4.012397 -2.927073 -0.507823 -0.2020 0.5937 0.1918
C 3.309591 -1.040483 -1.335936 0.1621 -1.6693 0.3384
H 4.336986 -0.729855 -1.571967 -0.5311 -0.1221 -0.1099
C 1.157899 2.739755 -1.785911 -0.3529 0.7914 -0.7323
C 0.298774 2.740040 -0.661517 0.0562 -0.2650 -0.4014
H 0.486884 2.039503 0.161546 -0.0538 0.4047 -0.2238
C -0.791494 3.616849 -0.591782 0.2636 -0.1678 -0.3232
H -1.477647 3.556956 0.248169 0.1575 0.1270 0.0045
C -1.032435 4.526856 -1.624783 0.1643 -0.2921 -0.0947
H -1.915926 5.167299 -1.605710 0.3090 -0.1459 0.0346
C -0.148681 4.580148 -2.702145 -0.0477 0.2412 -0.0503
H -0.333572 5.266533 -3.525670 0.0390 0.0032 0.2254
C 0.952890 3.732547 -2.773568 -0.2223 -0.4933 0.4709
H 1.645684 3.801242 -3.621250 -0.3932 0.0094 0.2202
H 3.702168 2.040338 -1.583236 1.8501 0.3227 0.1473
Cl 0.987006 0.312088 1.780886 0.0100 -0.2706 -1.2358
C -0.749046 3.219956 3.388912 0.0058 0.6172 0.3375
P -0.438710 1.537575 4.021721 -0.7731 -0.0996 -0.2697
C -1.532212 1.414368 5.476737 -0.1818 0.2896 0.2743
C 1.187256 1.829048 4.861189 -0.0007 0.0482 -0.2636
C 1.931302 0.507272 5.091179 0.1661 -0.2786 0.0763
P 0.911436 -0.934939 4.503684 -0.0648 -0.1364 0.2474
C 2.240982 -2.009920 3.835856 0.0953 -0.4052 0.1605
C 0.565861 -1.719206 6.123021 0.3304 -0.3389 -0.1001
H -0.682493 3.224973 2.293815 0.0305 0.0677 0.2929
H -0.001541 3.910632 3.799292 -0.3510 0.1904 -0.2019
H -1.753472 3.525135 3.705671 0.1947 0.1645 -0.2364
H -1.895129 0.386882 5.579592 0.0475 0.1363 0.1035
H -1.017252 1.718037 6.392628 -0.3019 -0.0193 0.0829
H -2.386948 2.071561 5.292797 -0.0472 -0.1384 0.2624
H 1.768642 2.497002 4.213146 -0.0888 -0.1011 0.2137
H 0.973479 2.345673 5.807120 0.1978 0.0294 -0.2700
H 2.890881 0.489488 4.556978 -0.2433 0.0527 0.1474
H 2.144563 0.345901 6.155628 0.0789 0.0968 -0.2172
H 2.823646 -2.443445 4.664121 0.0011 0.0367 -0.3817
H 1.767612 -2.815297 3.253909 0.2860 0.0849 0.1616
H 2.897754 -1.436307 3.167032 -0.2475 -0.1811 0.2024
H 1.528150 -2.004301 6.568078 -0.3810 -0.0762 0.3251
H 0.019966 -1.016122 6.767617 0.1626 -0.2600 -0.1396
H -0.054777 -2.606406 5.933898 0.1712 0.1458 0.3182

=====

Energy above the lowest of the compared OMol25 structures with the same formula, charge and spin, record by record: 68.8 53.6 kcal per mole